Entry 1:
C28H78ClF6NO21S2Y as an isolated structure, computed with ωB97M-V with the def2-TZVPD basis set.

Structure (ORCA input):
```
! wB97M-V def2-TZVPD RIJCOSX def2/J DEFGRID3
* xyz 2 2
Y -2.90663 1.88239 -1.22766
Cl -3.17069 4.50281 0.93172
O -4.15864 3.45422 0.63703
O -3.14442 4.80662 2.31745
O -1.97724 3.89077 0.52034
O -3.33328 5.61460 0.04792
C -0.80961 0.83309 2.48019
F 0.42376 0.93782 1.92272
F -0.68765 0.14414 3.57982
F -1.34861 2.06384 2.72141
S -2.02164 -0.09886 1.27947
O -2.01514 -1.54464 1.65824
O -3.28302 0.63254 1.32723
N -1.46450 0.38137 -0.35116
S -0.49292 -0.90309 -0.55035
O 0.50022 -1.22321 0.47689
O -1.22657 -2.05422 -1.05742
C 0.62241 -0.35529 -2.01453
F -0.19141 0.16881 -2.90373
F 1.45211 0.56170 -1.53285
F 1.18734 -1.45949 -2.49861
C 1.79301 -1.53770 3.81855
C 2.71488 -2.66349 4.24896
O 4.00275 -2.22655 3.85554
H 0.77992 -1.91563 3.95622
H 1.89739 -1.15853 2.80197
H 1.92912 -0.64511 4.42916
H 2.44192 -3.57611 3.71914
H 2.61424 -2.90653 5.30673
H 4.53846 -2.98790 3.62109
C -0.84525 -1.56557 -5.78598
C -1.25154 -2.51976 -4.65406
O -2.19841 -2.02504 -3.68698
H -0.14804 -0.82239 -5.39910
H -1.74695 -1.18135 -6.26287
H -0.34627 -2.06495 -6.61649
H -0.42161 -2.86141 -4.03553
H -1.66545 -3.43310 -5.08137
H -2.23547 -2.73340 -3.04010
C 4.50579 -0.90813 0.60352
C 4.91558 -0.35199 -0.74113
O 5.85135 -1.19810 -1.34400
H 3.64624 -0.36505 0.99640
H 5.28162 -0.84840 1.36682
H 4.13786 -1.93092 0.52228
H 5.38608 0.63101 -0.72043
H 4.07323 -0.21756 -1.41971
H 6.54787 -0.65325 -1.71766
C 2.88748 -1.66259 -5.69166
C 2.96853 -0.44137 -6.59643
O 1.99450 -0.51835 -7.57789
H 3.64490 -1.62092 -4.90894
H 3.15733 -2.52196 -6.30548
H 1.87934 -1.86331 -5.32905
H 3.95823 -0.38481 -7.04963
H 2.83477 0.50020 -6.06382
H 2.06096 0.29127 -8.08945
C -1.15086 2.21662 6.47905
C -1.28437 3.59435 7.10187
O -1.41752 3.49842 8.46853
H -1.20155 2.36622 5.40056
H -1.93364 1.52435 6.78910
H -0.18395 1.75143 6.67078
H -2.20031 4.05089 6.72672
H -0.43208 4.21859 6.83349
H -1.46071 4.39418 8.81108
C -4.31924 0.71777 -5.18199
C -2.97035 1.16321 -4.53492
O -2.81634 0.56227 -3.23710
H -4.35149 1.13543 -6.18827
H -5.21864 1.07693 -4.68181
H -4.43346 -0.36608 -5.19970
H -2.89315 2.24966 -4.49305
H -2.15118 0.72974 -5.10866
H -2.76317 -0.35585 -3.51247
C -4.19223 1.84103 4.23441
C -4.91225 2.15062 5.54723
O -5.89084 1.09106 5.59054
H -3.45721 2.62258 4.04198
H -4.82256 1.85987 3.34534
H -3.57160 0.94955 4.32498
H -5.37144 3.13902 5.56484
H -4.23731 2.02255 6.39349
H -6.57704 1.45166 6.15684
C 0.21351 6.09276 4.19258
C 0.59752 5.38549 2.93682
O 1.83643 5.82455 2.37400
H 1.12218 5.99654 4.78685
H -0.64072 5.61152 4.66881
H -0.04921 7.14230 4.06014
H -0.13786 5.66136 2.18104
H 0.53452 4.32489 3.18024
H 2.54988 5.39789 2.85416
C -2.51656 -6.45418 -1.12626
C -2.69126 -4.94750 -1.14897
O -2.20114 -4.49165 -2.34482
H -2.91542 -6.99028 -1.98744
H -2.89386 -6.82886 -0.17476
H -1.44864 -6.63572 -1.24747
H -2.24315 -4.43085 -0.30023
H -3.72174 -4.63003 -0.98954
H -1.25375 -4.40140 -2.21862
C 0.72537 3.81656 -1.45498
C -0.44438 4.21805 -2.27181
O -1.24910 3.04974 -2.47515
H 0.47509 3.34634 -0.50400
H 1.28724 4.70557 -1.16850
H 1.43564 3.23260 -2.04031
H -0.01998 4.68224 -3.16205
H -1.13709 4.90672 -1.78810
H -0.84079 2.68422 -3.26337
C -1.71345 -3.30921 4.89615
C -0.89255 -4.13040 5.91496
O -1.13039 -5.54333 5.69931
H -1.45803 -3.53577 3.86101
H -1.53839 -2.23879 5.00415
H -2.78318 -3.48623 5.00776
H -1.09974 -3.81251 6.93677
H 0.18607 -4.00521 5.82008
H -2.06622 -5.58095 5.90998
C 2.92032 -4.00298 -1.62812
C 1.86641 -4.55243 -2.56057
O 0.65681 -4.64501 -1.85877
H 3.71241 -3.51504 -2.19612
H 3.30497 -4.74082 -0.92403
H 2.47682 -3.19826 -1.04175
H 2.18990 -5.53839 -2.89425
H 1.74072 -3.84954 -3.38413
H 0.68905 -5.28544 -1.14434
C 5.34333 1.63434 -4.50770
C 4.01990 1.92581 -3.73478
O 3.27850 2.56807 -4.67312
H 5.21205 0.97645 -5.36679
H 6.06012 1.12352 -3.86476
H 5.83537 2.56086 -4.80362
H 4.12991 2.59623 -2.88239
H 3.59816 0.96899 -3.42704
H 3.76463 3.34397 -4.96169
*
```

lowest unoccupied orbital energy (spin up / spin down)	-6.32 / -11.70	eV
Kohn-Sham gap (spin up / spin down)	6.97 / 1.59	eV

Here are the Mulliken charges for atoms 1 to 4, given in e: number 1, Y, carries 1.68; number 2, Cl, carries 1.94; number 3, O, carries -0.81; number 4, O, carries -0.58



Entry 2:
A 11-piece molecular cluster, C28H78O16 overall, computed with ωB97M-V with the def2-TZVPD basis set.

Structure (ORCA input):
```
! wB97M-V def2-TZVPD RIJCOSX def2/J DEFGRID3
* xyz 0 1
C 3.23341 20.97555 -24.64961
C 4.67795 21.41836 -24.94101
C 4.73011 22.39740 -26.10395
O 5.14219 22.13486 -23.79090
H 3.06762 20.28865 -23.81968
H 2.65325 20.74703 -25.54365
H 2.79034 21.89767 -24.27351
H 5.26752 20.52117 -25.12960
H 4.30572 21.95187 -27.00368
H 5.69496 22.85778 -26.31656
H 3.99970 23.15936 -25.83189
H 5.98179 22.52763 -24.04072
C 10.94074 25.74679 -21.43168
C 10.18580 26.49191 -22.48740
C 10.72253 27.89519 -22.93862
O 10.13465 25.71120 -23.61950
H 10.57671 24.75464 -21.16484
H 10.99213 26.33622 -20.51623
H 11.96289 25.59141 -21.77689
H 9.18058 26.67554 -22.10804
H 11.79799 27.80875 -23.09357
H 10.43634 28.66716 -22.22431
H 10.31222 28.05129 -23.93631
H 11.01000 25.60157 -23.99810
C 11.41562 23.49762 -9.87386
C 10.57148 24.37680 -10.74811
C 9.94633 23.65206 -11.90599
O 9.53914 24.84406 -9.94722
H 10.87758 22.70410 -9.35525
H 11.90414 24.08778 -9.09851
H 12.22692 22.98712 -10.39277
H 11.10532 25.22572 -11.17523
H 10.63296 22.89759 -12.28994
H 9.67319 24.39822 -12.65212
H 9.01319 23.19073 -11.58268
H 8.91848 24.16650 -9.66922
C -2.37851 27.37078 -26.69262
C -1.32457 26.39602 -26.13941
C -1.11640 26.55452 -24.65349
O -1.74137 25.12128 -26.43960
H -2.48636 27.24337 -27.76974
H -2.02469 28.36696 -26.42703
H -3.37905 27.36683 -26.26018
H -0.41413 26.58855 -26.70697
H -1.96616 26.14457 -24.10764
H -0.98247 27.58157 -24.31389
H -0.21973 26.04210 -24.30487
H -1.87954 25.06499 -27.38792
C 4.84353 31.24554 -22.94768
C 4.64165 32.39933 -21.91710
C 5.88904 32.84898 -21.11181
O 4.21297 33.52716 -22.73607
H 3.92298 30.98800 -23.47148
H 5.13425 30.33996 -22.41521
H 5.60174 31.41755 -23.71164
H 3.80673 32.09072 -21.28801
H 5.74311 33.75178 -20.51873
H 6.75654 33.18652 -21.67892
H 6.19332 32.13137 -20.34986
H 4.24273 34.33005 -22.21063
C 3.47078 20.45339 -9.88381
C 2.85047 21.68207 -9.18252
C 1.79096 21.28838 -8.16137
O 3.86376 22.34470 -8.51235
H 2.83809 19.75684 -10.43392
H 4.05825 19.84515 -9.19605
H 4.21637 20.70794 -10.63706
H 2.35545 22.33718 -9.89937
H 1.12730 22.11725 -7.91514
H 2.22812 20.90236 -7.24051
H 1.09479 20.51153 -8.47753
H 3.53981 23.17798 -8.16262
C 7.39124 17.59932 -18.03331
C 8.94036 17.69496 -17.83345
O 9.31895 19.00991 -17.54805
O 7.11870 17.99085 -19.32974
H 6.93530 18.17798 -17.22995
H 7.11660 16.56245 -17.83947
H 9.42950 17.26920 -18.70957
H 9.22327 17.11581 -16.95445
H 10.19724 18.98052 -17.16157
H 7.37456 18.91007 -19.43545
C -2.11915 22.71195 -16.57455
C -2.22753 22.46596 -18.07953
O -3.49550 21.95100 -18.45842
O -2.99729 23.73271 -16.17933
H -1.07842 23.02933 -16.50957
H -2.17549 21.76575 -16.03639
H -1.39932 21.86444 -18.45415
H -2.03768 23.39310 -18.62034
H -3.51236 21.98791 -19.41756
H -2.72521 23.99169 -15.29586
C 5.81026 34.25966 -13.19484
C 5.23456 32.85654 -13.02700
O 4.04392 32.59044 -13.77515
O 4.88084 35.29968 -13.07727
H 6.27404 34.38826 -14.17283
H 6.47620 34.49426 -12.36443
H 5.08192 32.57758 -11.98441
H 5.92279 32.07589 -13.35108
H 3.86158 31.64817 -13.75323
H 4.09024 34.99717 -13.53007
C -3.12869 34.03372 -17.53984
C -1.61587 33.93728 -17.47870
O -1.04482 34.84533 -16.53720
O -3.47487 35.32434 -17.97397
H -3.63998 33.81728 -16.60184
H -3.36558 33.24247 -18.25110
H -1.28236 34.13995 -18.49644
H -1.33009 32.95179 -17.11096
H -0.44841 34.35607 -15.96578
H -3.53714 35.87832 -17.19243
C 4.66693 25.00277 -17.52831
C 4.58132 26.04720 -16.40012
O 3.33588 26.77357 -16.50029
O 4.10765 25.52331 -18.75714
H 4.09198 24.11153 -17.27685
H 5.68385 24.65379 -17.70771
H 5.36858 26.75717 -16.65360
H 4.56684 25.74482 -15.35299
H 3.19254 27.12650 -17.38148
H 4.34403 24.90845 -19.45548
*
```

lowest unoccupied orbital energy	0.06	eV
Kohn-Sham gap	9.95	eV
relative energy (zero: lowest compared OMol25 entry of this formula, charge and spin)	4.4032	eV

Here are the Mulliken charges for atoms 1 to 4, given in e: number 1, C, carries -1.24; number 2, C, carries 0.48; number 3, C, carries -1.19; number 4, O, carries -0.51



Entry 3:
A 9-piece molecular cluster, C28H79ClN7O12 overall, computed with ωB97M-V with the def2-TZVPD basis set.

Structure (ORCA input):
```
! wB97M-V def2-TZVPD RIJCOSX def2/J DEFGRID3
* xyz -1 1
Cl -12.50463 23.27996 6.74022
O -11.59180 24.36732 6.94433
O -12.17247 22.31999 7.75071
O -13.86251 23.73876 6.86476
O -12.26431 22.66091 5.44880
O -12.16791 22.63781 2.35308
H -11.22797 22.89023 2.27813
H -12.33047 22.63062 3.30656
C -12.93274 27.02367 13.36850
C -12.68719 25.71091 12.64300
C -11.21578 25.28002 12.64460
O -10.93116 23.98579 12.13664
C -11.37491 23.80667 10.78686
N -13.57964 24.64983 13.18698
H -12.28886 27.80181 12.95009
H -12.67219 26.97142 14.42865
H -13.97079 27.33251 13.27102
H -13.00104 25.78108 11.59733
H -10.73412 25.24713 13.62586
H -10.66556 25.99421 12.01013
H -11.18925 22.77084 10.50557
H -10.77562 24.42482 10.12142
H -12.45310 23.93061 10.69035
H -13.19160 23.78893 12.79529
H -13.34063 24.58143 14.17899
C -13.45368 15.84870 6.44718
C -13.77276 15.78294 7.92286
C -13.70856 17.18359 8.54480
O -12.42433 17.72357 8.38041
C -12.40938 19.12210 8.49124
N -15.06840 15.10074 8.12758
H -13.28126 14.86083 6.01406
H -12.63517 16.51411 6.17546
H -14.31653 16.18769 5.86136
H -13.06013 15.12166 8.41925
H -13.89825 17.18253 9.62480
H -14.49588 17.76074 8.03986
H -12.99616 19.48457 9.34821
H -12.95936 19.52851 7.62958
H -11.44169 19.61393 8.51987
H -15.20807 15.04176 9.13663
H -15.81909 15.73875 7.85670
C -14.01683 16.17201 3.06401
C -14.11682 17.68346 2.88248
C -12.76274 18.29719 2.53859
O -11.86989 18.35044 3.63086
C -12.19836 19.38458 4.53562
N -15.05732 18.06731 1.81031
H -13.88814 15.68919 2.08970
H -14.86469 15.70676 3.56749
H -13.11260 15.90240 3.61588
H -14.46604 18.21956 3.76711
H -12.95148 19.29598 2.12830
H -12.24961 17.75560 1.73844
H -12.23266 20.35416 4.03297
H -11.49095 19.40898 5.36166
H -13.17770 19.27234 5.01881
H -15.96523 17.63363 1.97968
H -14.77807 17.53237 0.98257
C -9.54823 26.61277 8.80316
C -8.75407 25.78873 7.80102
C -8.48571 26.53626 6.52515
O -7.92826 25.67851 5.54924
C -7.27419 26.40366 4.54529
N -7.43435 25.46030 8.41352
H -9.62920 26.15527 9.78964
H -10.57008 26.66925 8.41534
H -9.13638 27.60856 8.97651
H -9.32196 24.88206 7.56863
H -7.78954 27.35732 6.74568
H -9.38008 27.07353 6.18218
H -6.58711 25.76172 3.98914
H -6.59743 27.20025 4.88446
H -8.01295 26.85911 3.87670
H -6.99449 24.78272 7.78657
H -7.60319 24.87583 9.23149
C -9.39750 21.38085 3.84561
C -8.34751 22.44386 3.65610
C -8.93729 23.70293 3.02207
O -9.53105 23.42781 1.73810
C -9.82709 24.58951 0.98000
N -7.65642 22.74718 4.91301
H -9.65843 20.89511 2.90650
H -10.34897 21.73577 4.25539
H -9.06954 20.65969 4.59958
H -7.61514 22.10995 2.91154
H -8.17155 24.46622 2.84464
H -9.75711 24.14827 3.60544
H -9.13807 25.39344 1.26129
H -10.82470 24.98010 1.19357
H -9.68812 24.28889 -0.05338
H -7.29032 23.68864 4.93373
H -8.39233 22.75591 5.61732
C -17.13272 24.59468 4.62732
C -16.38450 23.83990 3.51731
C -15.19690 24.63226 2.97135
O -15.72333 25.81418 2.37304
C -14.73943 26.77614 2.07547
N -15.82810 22.57611 4.04571
H -16.54783 24.93543 5.47893
H -18.03347 24.04882 4.91692
H -17.54127 25.50227 4.15800
H -17.08422 23.60094 2.71529
H -14.68904 24.06304 2.18984
H -14.54134 24.87573 3.81400
H -14.40751 27.35627 2.94456
H -15.16511 27.46184 1.34831
H -13.83974 26.26918 1.71149
H -15.01564 22.75550 4.62323
H -16.57382 22.21585 4.62821
C -15.72974 20.65927 8.87905
C -16.17519 21.83956 9.74697
C -15.12883 22.05539 10.83480
O -15.09926 20.91473 11.67757
C -14.22514 21.10395 12.76309
N -16.22069 23.05618 8.93507
H -14.79311 20.85885 8.35950
H -16.55442 20.30952 8.25254
H -15.49280 19.75540 9.45930
H -17.12967 21.68647 10.24991
H -15.27246 22.96810 11.42992
H -14.12532 22.22214 10.40650
H -14.37177 20.33414 13.52205
H -14.42142 22.05071 13.27877
H -13.19195 21.04283 12.40375
H -16.91940 22.92871 8.21543
H -15.31140 23.21540 8.51576
*
```

lowest unoccupied orbital energy	2.39	eV
Kohn-Sham gap	9.00	eV
relative energy (zero: lowest compared OMol25 entry of this formula, charge and spin)	0.0000	eV

Here are the Mulliken charges for atoms 1 to 4, given in e: number 1, Cl, carries 1.30; number 2, O, carries -0.60; number 3, O, carries -0.59; number 4, O, carries -0.62



| no. | strongest force on any atom (eV/Å) |
| --- | --- |
| 1 | 6.83 |
| 2 | 2.85 |
| 3 | 1.91 |